Record 1
ORCA calculation (ωB97M-V with the def2-TZVPD basis set) on C20H39N4O4Re as an isolated structure.

XYZ file:
```
68
Properties=species:S:1:pos:R:3:nbo_charge:R:1
Re 0.2392 -0.3700 0.5206 1.7454
C 2.5402 1.8801 -2.4196 -0.6493
C 1.8824 0.5436 -2.0809 -0.0355
C 0.5485 0.2774 -2.8648 -0.4906
C -0.7719 1.0891 -2.9479 0.1798
C -1.4719 0.6882 -4.2450 -0.6501
C -0.5954 2.5999 -2.8707 -0.6470
N -1.7983 0.7803 -1.8225 -0.5614
C -2.2634 -0.6317 -1.5865 -0.2694
C -2.7620 -0.9424 -0.1648 -0.2384
N -1.8811 -0.5836 1.0213 -0.4545
C -1.9503 -1.7194 1.9973 -0.3631
C -0.7375 -1.7050 2.8861 0.7731
O -0.5707 -2.1433 3.9541 -0.3665
O 0.3761 -1.1125 2.1720 -0.6501
C -2.4001 0.6898 1.7406 -0.0397
C -2.9469 1.7993 0.8467 -0.6489
C -1.4036 1.2328 2.7791 -0.4780
C -0.1258 2.0534 2.4082 0.2114
C 0.9445 1.7497 3.4536 -0.6654
C -0.4137 3.5565 2.4021 -0.6574
N 0.3978 1.7271 0.9523 -0.6987
C 1.8027 2.2126 0.6747 -0.2608
C 2.7245 1.0466 0.3539 -0.2399
N 2.0358 0.0882 -0.5682 -0.4911
C 2.6949 -1.2523 -0.6078 -0.3547
C 1.6327 -2.2152 -1.1178 0.7628
O 1.7672 -3.2025 -1.7362 -0.3935
O 0.3422 -1.7552 -0.7483 -0.7178
H 2.6252 1.9187 -3.5065 0.2697
H 3.5609 1.9393 -2.0488 0.2482
H 1.9983 2.7680 -2.1155 0.2136
H 2.5208 -0.1915 -2.5716 0.2403
H 0.3025 -0.7812 -2.8205 0.2494
H 0.9247 0.3979 -3.8845 0.2861
H -0.8853 1.0264 -5.0978 0.2708
H -2.4542 1.1604 -4.3265 0.2380
H -1.5892 -0.3926 -4.3335 0.2423
H 0.0906 2.9322 -3.6480 0.2767
H -0.1880 2.9259 -1.9085 0.1889
H -1.5406 3.1206 -3.0403 0.2491
H -2.6094 1.3633 -2.0474 0.4499
H -1.4468 1.1619 -0.9441 0.4312
H -1.4520 -1.2972 -1.8537 0.2615
H -3.0896 -0.8274 -2.2691 0.2762
H -2.8709 -2.0260 -0.1731 0.2648
H -3.7580 -0.5413 0.0134 0.2421
H -1.9132 -2.6653 1.4520 0.2788
H -2.8583 -1.7062 2.6002 0.2775
H -3.2610 0.3318 2.3119 0.2450
H -2.1954 2.3948 0.3242 0.1755
H -3.4553 2.5035 1.5071 0.2917
H -3.7048 1.4681 0.1399 0.2323
H -1.1119 0.4404 3.4644 0.2409
H -1.9930 1.9024 3.4096 0.2837
H 0.4816 1.8586 4.4352 0.2744
H 1.7725 2.4557 3.4345 0.2399
H 1.3292 0.7324 3.3953 0.2316
H -0.7105 3.8681 3.4034 0.2731
H -1.2197 3.8335 1.7209 0.2159
H 0.4760 4.1315 2.1421 0.2373
H -0.2046 2.3224 0.3901 0.4121
H 2.1924 2.7604 1.5271 0.2655
H 1.7546 2.9142 -0.1518 0.2327
H 2.9694 0.4903 1.2623 0.2396
H 3.6622 1.4133 -0.0615 0.2644
H 3.0014 -1.5612 0.3954 0.2640
H 3.5726 -1.2791 -1.2543 0.2748
```

Calculated values
Kohn-Sham gap (alpha / beta) = 8.0950 / 7.6135 eV
charge = +3
HOMO level (alpha / beta) = -19.02 / -18.77 eV
multiplicity = 2
⟨S²⟩ = 0.754
lowest unoccupied orbital energy (alpha / beta) = -0.40163 / -0.41003 hartree

Record 2
ORCA calculation (ωB97M-V with the def2-TZVPD basis set) on a 3-piece molecular cluster, C20H39NOP overall in a non-equilibrium geometry.

XYZ file:
```
62
Properties=species:S:1:pos:R:3:nbo_charge:R:1
C 0.2105 1.3906 2.3501 -0.6573
C -0.9301 0.2650 2.0045 -0.4315
C -1.2320 0.0493 0.4059 -0.7099
P -0.7140 1.6224 -0.6204 1.3877
O -1.2997 2.9625 -0.0210 -1.1340
C -0.2936 -1.1481 -0.2480 -0.0508
C 1.3265 -1.0811 -0.1123 -0.2328
C 2.0033 -2.3448 -0.8809 -0.3062
C 1.0734 -3.4249 -1.6158 -0.0348
N -0.4064 -3.5542 -1.7254 -0.4446
C -0.9782 -2.3775 -1.0150 -0.0076
H 0.5379 1.2384 3.4880 0.1843
H -0.2431 2.4944 2.3193 0.2411
H 1.1518 1.3707 1.6496 0.1847
H -1.9540 0.6398 2.4908 0.2023
H -0.6461 -0.7399 2.5811 0.1952
H 0.7440 1.6394 -0.7840 -0.1379
H -1.2292 1.3595 -1.9714 -0.0871
H 1.9465 -0.2422 0.4173 0.2350
H 3.1771 -2.4640 -0.8979 0.2145
H 1.6630 -4.2959 -2.1856 0.1861
H -2.1741 -2.3558 -1.0270 0.2099
C 5.3976 0.5415 3.4507 -0.6089
C 5.0826 0.6812 1.9692 -0.4002
C 4.9724 -0.6620 1.2425 -0.4048
C 6.2490 -1.5102 1.2284 -0.3961
C 7.4797 -0.8369 0.6160 -0.3969
C 7.3064 -0.4820 -0.8529 -0.6098
H 6.3739 0.0765 3.6141 0.1931
H 5.4174 1.5282 3.9248 0.2070
H 4.6372 -0.0613 3.9570 0.2061
H 5.8362 1.3154 1.4910 0.1885
H 4.1269 1.2085 1.8667 0.2125
H 4.6470 -0.4764 0.2122 0.2037
H 4.1725 -1.2519 1.7081 0.2122
H 6.0405 -2.4353 0.6763 0.2001
H 6.4919 -1.8200 2.2508 0.1968
H 8.3311 -1.5224 0.7086 0.1946
H 7.7468 0.0618 1.1820 0.1921
H 7.0731 -1.3724 -1.4451 0.2013
H 8.2312 -0.0475 -1.2459 0.2028
H 6.5079 0.2509 -0.9997 0.2066
C -4.7713 -0.2897 0.1699 -0.6183
C -5.9131 -0.6113 -0.7821 -0.3966
C -5.7097 -0.0417 -2.1887 -0.3953
C -5.6300 1.4865 -2.2757 -0.4021
C -6.8414 2.2411 -1.7224 -0.3970
C -8.1335 1.9380 -2.4656 -0.6082
H -4.6754 0.7870 0.3366 0.2073
H -4.9495 -0.7606 1.1422 0.1965
H -3.8202 -0.6666 -0.2187 0.2434
H -6.8576 -0.2560 -0.3573 0.1781
H -6.0019 -1.7012 -0.8605 0.1913
H -6.5211 -0.4014 -2.8323 0.1837
H -4.7858 -0.4589 -2.6094 0.2075
H -5.4912 1.7638 -3.3282 0.1904
H -4.7322 1.8348 -1.7534 0.2237
H -6.6427 3.3173 -1.7979 0.1979
H -6.9721 2.0276 -0.6562 0.1968
H -8.0377 2.1773 -3.5293 0.1951
H -8.9519 2.5389 -2.0564 0.1991
H -8.4162 0.8856 -2.3712 0.1996
```

Calculated values
Kohn-Sham gap = 5.8509 eV
charge = -1
HOMO level = -3.18 eV
lowest unoccupied orbital energy = 0.09814 hartree

Record 3
ORCA calculation (ωB97M-V with the def2-TZVPD basis set) on C20H40AsCoF6O15 as an isolated structure in a non-equilibrium geometry.

XYZ file:
```
83
Properties=species:S:1:pos:R:3:mulliken_spin:R:1
Co 0.0998 0.4802 -0.1184 2.7297
As 0.3858 2.1346 3.0855 0.0017
F -1.1938 1.7365 3.6252 0.0006
F 1.0773 0.9933 4.1590 0.0007
F 1.9241 2.4083 2.3500 0.0005
F -0.3131 3.2189 1.9213 0.0006
F 0.5812 3.3939 4.2065 0.0000
F 0.1793 0.7849 1.8908 0.0257
C -5.2954 -1.7391 1.9961 0.0001
C -4.8433 -0.3028 1.8738 0.0001
O -3.5343 -0.2854 1.2825 0.0006
C -2.9983 0.8388 0.8579 0.0105
O -1.9273 0.8505 0.2955 0.0294
O -3.7110 1.9020 1.1469 0.0014
C -3.2583 3.1346 0.5805 -0.0005
H -5.3843 -2.2415 1.0326 0.0000
H -6.2928 -1.7609 2.4419 0.0000
H -4.6722 -2.3355 2.6630 0.0000
H -4.8167 0.1547 2.8610 0.0001
H -5.5613 0.2192 1.2423 0.0000
H -2.3447 3.4642 1.0740 -0.0001
H -4.0577 3.8529 0.7206 -0.0002
H -3.0313 3.0508 -0.4840 -0.0001
C 0.7489 -2.8217 -5.1254 0.0001
C -0.5455 -2.4592 -4.4357 0.0001
O -0.3191 -1.7394 -3.2270 0.0012
C -0.2225 -0.4354 -3.1941 0.0099
O -0.0202 0.1697 -2.1623 0.0427
O -0.3628 0.1390 -4.3705 0.0019
C -0.2611 1.5809 -4.4032 -0.0002
H 0.5346 -3.1421 -6.1499 0.0000
H 1.2164 -3.7004 -4.6772 0.0000
H 1.4786 -2.0175 -5.2007 -0.0001
H -1.0799 -3.3820 -4.2190 0.0001
H -1.2007 -1.8908 -5.0934 -0.0001
H 0.7760 1.8633 -4.2366 0.0000
H -0.9059 2.0158 -3.6429 -0.0007
H -0.5944 1.8785 -5.3897 0.0002
C 3.1557 -1.9907 3.5397 0.0002
C 2.6579 -1.1772 2.3581 -0.0012
O 3.0636 -1.8812 1.1691 0.0021
C 2.7447 -1.3551 0.0224 0.0072
O 2.0338 -0.3697 -0.1104 0.0318
O 3.3470 -1.9976 -0.9466 0.0017
C 3.0561 -1.5820 -2.2912 0.0006
H 2.5323 -2.8673 3.7154 -0.0001
H 3.1384 -1.3902 4.4493 0.0000
H 4.1750 -2.3426 3.3843 0.0000
H 3.0799 -0.1732 2.3748 0.0005
H 1.5771 -1.0856 2.4112 0.0025
H 2.1392 -2.0677 -2.6208 0.0003
H 3.8888 -1.9474 -2.8820 0.0001
H 2.9473 -0.5019 -2.3543 -0.0006
C -0.5241 -3.3196 4.2692 0.0001
C -1.4426 -3.1172 3.0968 -0.0003
O -0.7304 -2.2911 2.1327 0.0055
C -1.0930 -2.2372 0.8856 0.0188
O -0.5264 -1.5054 0.0906 0.0272
O -2.1055 -3.0206 0.5776 0.0034
C -2.6468 -2.9500 -0.7221 0.0005
H -0.9594 -4.0339 4.9649 0.0000
H -0.3307 -2.3778 4.7826 0.0000
H 0.4372 -3.7073 3.9326 0.0000
H -2.3389 -2.5626 3.3705 0.0001
H -1.7243 -4.0702 2.6560 0.0001
H -2.3814 -3.8087 -1.3389 -0.0002
H -2.3054 -2.0553 -1.2454 0.0001
H -3.7342 -2.8970 -0.6935 0.0000
C 5.1598 3.1708 -0.4555 0.0000
C 3.8614 3.8265 -0.8845 0.0002
O 2.8368 2.8061 -0.7257 0.0007
C 1.5899 3.0968 -0.8927 0.0049
O 0.7004 2.3688 -0.4987 0.0371
O 1.3744 4.2408 -1.5155 0.0019
C 0.0416 4.7278 -1.4924 -0.0008
H 5.0955 2.8316 0.5764 0.0000
H 5.9767 3.8836 -0.5730 0.0000
H 5.3884 2.3019 -1.0730 0.0000
H 3.8897 4.0951 -1.9381 0.0001
H 3.6600 4.6961 -0.2646 0.0000
H -0.0367 5.6541 -2.0533 0.0001
H -0.2605 4.9711 -0.4701 -0.0001
H -0.6624 4.0004 -1.8947 -0.0004
```

Calculated values
Kohn-Sham gap (alpha / beta) = 11.3500 / 10.9727 eV
charge = +1
HOMO level (alpha / beta) = -13.37 / -12.99 eV
multiplicity = 4
⟨S²⟩ = 3.754
lowest unoccupied orbital energy (alpha / beta) = -0.07415 / -0.07416 hartree